Record 1
{"formula": "C18H48BN3O7P", "method": "ωB97M-V/def2-TZVPD", "symbols": ["C", "C", "O", "P", "O", "C", "C", "N", "C", "N", "C", "N", "C", "B", "O", "O", "C", "O", "C", "C", "H", "H", "H", "H", "H", "H", "H", "H", "H", "H", "H", "H", "H", "H", "H", "H", "H", "H", "H", "H", "H", "H", "H", "H", "H", "H", "H", "H", "C", "C", "O", "C", "C", "H", "H", "H", "H", "H", "H", "H", "H", "H", "H", "C", "C", "O", "C", "C", "H", "H", "H", "H", "H", "H", "H", "H", "H", "H"], "xyz": [[-7.06993, -0.18307, 2.09994], [-5.74002, -0.84655, 1.33409], [-5.02487, -1.60814, 2.37590], [-3.69211, -0.63754, 3.03678], [-4.17283, 0.86679, 3.08966], [-2.26655, -0.82051, 1.72153], [-1.06551, 0.23521, 2.02338], [-0.77514, 1.25701, 0.95545], [-0.74049, 0.74905, -0.46198], [0.12585, -0.45168, -0.72219], [-1.71769, 2.43085, 1.19451], [-3.06619, 2.32172, 0.54292], [-3.24687, 3.23527, -0.64546], [0.62686, 1.82192, 1.29977], [1.71018, 2.03296, 0.32357], [0.91992, 2.24510, 2.71477], [1.06537, 3.73614, 2.72304], [-3.30476, -1.34870, 4.57700], [-2.83298, -0.35669, 5.55512], [-4.01118, 0.51936, 6.28460], [-8.07944, -0.62341, 1.70105], [-6.97416, -0.43660, 3.26223], [-6.97994, 0.97980, 2.00573], [-5.08187, -0.04147, 0.78675], [-6.17456, -1.54697, 0.48283], [-1.87043, -1.91910, 1.83945], [-2.79656, -0.72732, 0.68550], [-1.22986, 0.74774, 3.08846], [-0.06771, -0.40751, 2.15406], [-1.82677, 0.47109, -0.87322], [-0.36196, 1.60737, -1.20105], [-0.06361, -1.26053, -0.09644], [1.13746, -0.23478, -0.82961], [-1.82393, 2.71277, 2.34845], [-1.17134, 3.37371, 0.70617], [-3.38374, 1.34600, 0.37166], [-3.36499, 4.33879, -0.20627], [-4.31322, 2.97771, -1.11180], [-2.39064, 3.19968, -1.44200], [1.66231, 2.93071, -0.12164], [-0.00370, 4.25480, 2.62180], [1.55133, 4.06878, 3.75797], [1.75160, 4.13915, 1.86522], [-2.29563, -0.97447, 6.42368], [-2.01352, 0.34555, 5.09569], [-5.10772, 0.22867, 5.96070], [-3.89284, 0.56280, 7.45950], [-3.86599, 1.64579, 5.91744], [6.24517, -0.52542, -2.31244], [4.91051, -0.82840, -1.65334], [5.02323, -1.15324, -0.27071], [5.55723, -0.14176, 0.57973], [4.71990, 1.12407, 0.61177], [6.95952, -1.33421, -2.12932], [6.11905, -0.40342, -3.39193], [6.68563, 0.39574, -1.92002], [4.46954, -1.70370, -2.14253], [4.20284, -0.00462, -1.79499], [6.59400, 0.07799, 0.30490], [5.58554, -0.56815, 1.58838], [4.73570, 1.63908, -0.35180], [5.10106, 1.81651, 1.36851], [3.67445, 0.89136, 0.84061], [2.21038, -1.66821, -4.22113], [1.47803, -1.98179, -5.51452], [2.33095, -2.48086, -6.54084], [3.00341, -3.70792, -6.26950], [2.06036, -4.87447, -6.03653], [3.06593, -1.01226, -4.41024], [1.53881, -1.17683, -3.51146], [2.59274, -2.57681, -3.74702], [1.03753, -1.05604, -5.90035], [0.64587, -2.67237, -5.34099], [3.69429, -3.58531, -5.42903], [3.61830, -3.92547, -7.14959], [1.48738, -4.74822, -5.11472], [2.62129, -5.81067, -5.95726], [1.34174, -4.96184, -6.85838]], "e_lumo_ev": -3.31, "homo_ha": -0.4171, "total_charge": 1, "e_above_lowest_kj_mol": 734.7, "orbital_gap_ev": 8.0}

---

Record 2
{"formula": "C5H10NO2", "method": "ωB97M-V/def2-TZVPD", "symbols": ["C", "N", "C", "C", "C", "C", "O", "O", "H", "H", "H", "H", "H", "H", "H", "H", "H", "H"], "xyz": [[1.32269, -0.09320, 1.38720], [0.47324, -0.37325, 0.15873], [1.22666, -0.61401, -1.13085], [-0.51039, -1.50009, 0.33769], [-0.20940, 0.79087, -0.01819], [-1.05181, 1.45331, -0.71378], [-1.78718, 2.40472, -1.16512], [-3.11536, 2.37062, -0.62297], [0.82419, 0.16230, 2.24310], [1.84753, -1.03401, 1.59987], [1.98718, 0.74183, 1.24910], [1.87431, -1.55482, -1.06684], [0.41565, -0.69092, -1.91383], [1.75113, 0.24273, -1.36551], [-0.00100, -2.53217, 0.09104], [-0.80155, -1.56941, 1.36919], [-1.16913, -1.27878, -0.53781], [-3.07676, 3.07428, 0.09898]], "e_lumo_ev": -3.41, "homo_ha": -0.5209, "total_charge": 1, "e_above_lowest_kj_mol": 759.2, "orbital_gap_ev": 10.8, "smiles": "C[N+](C)(C)C#COO"}

---

Record 3
{"formula": "C29H23N5O9OsS4", "method": "ωB97M-V/def2-TZVPD", "symbols": ["Os", "O", "C", "C", "C", "C", "C", "C", "C", "C", "N", "H", "H", "H", "H", "H", "H", "H", "H", "H", "H", "H", "O", "C", "S", "C", "C", "S", "S", "S", "C", "C", "C", "C", "C", "C", "N", "C", "C", "C", "C", "C", "C", "H", "H", "H", "H", "H", "H", "H", "H", "H", "H", "O", "N", "O", "C", "C", "C", "C", "O", "C", "C", "N", "O", "O", "N", "O", "O", "H", "H"], "xyz": [[0.76836, -0.22111, -0.32837], [0.22298, -2.27835, -0.46701], [0.15983, -3.02408, -1.70547], [-1.15657, -2.70784, -2.38399], [-1.44470, -1.20467, -2.43958], [-0.36086, -0.42554, -3.12964], [-0.37163, -0.29980, -4.51291], [0.64736, 0.37407, -5.15749], [1.67169, 0.91375, -4.39704], [1.63322, 0.75627, -3.02977], [0.63870, 0.10765, -2.40275], [0.80030, -2.74498, 0.19267], [0.22285, -4.08182, -1.45203], [1.02245, -2.75604, -2.31874], [-1.97102, -3.19284, -1.84360], [-1.12900, -3.13651, -3.38908], [-1.59316, -0.83611, -1.42277], [-2.38489, -1.02969, -2.96386], [-1.19133, -0.73643, -5.06791], [0.64382, 0.47520, -6.23477], [2.49455, 1.45018, -4.84691], [2.40678, 1.16165, -2.39283], [7.51705, 1.48055, -0.77326], [6.36933, 1.16354, -0.65353], [5.73033, -0.43060, -1.11611], [4.07911, -0.11007, -0.64188], [3.80152, 1.09329, -0.13396], [2.19065, 1.59558, 0.29948], [5.11280, 2.24106, 0.00321], [2.84046, -1.28254, -0.96505], [-2.50132, 3.08713, -3.36440], [-1.17402, 3.41496, -3.12122], [-0.49623, 2.83416, -2.05875], [-1.14419, 1.90523, -1.25669], [-2.48120, 1.59891, -1.47143], [-3.15461, 2.18854, -2.53111], [-0.46741, 1.28511, -0.14640], [-0.70300, 1.97648, 1.05757], [-1.22637, 3.21399, 1.13134], [-1.59917, 3.82954, 2.39671], [-1.57024, 3.16667, 3.55283], [-1.12188, 1.75171, 3.56350], [-0.43120, 1.22487, 2.31543], [-3.02967, 3.54272, -4.19176], [-0.66481, 4.13194, -3.75260], [0.53234, 3.09042, -1.83740], [-2.97324, 0.91141, -0.79358], [-4.19661, 1.94967, -2.70233], [-1.40029, 3.78054, 0.22804], [-1.92689, 4.86111, 2.36979], [-1.85896, 3.63191, 4.48491], [-0.56719, 1.50285, 4.47141], [0.60801, 0.92220, 2.39444], [-0.95420, -4.47243, 6.34144], [-1.41801, -3.42646, 5.93205], [-2.34965, -2.83366, 6.43920], [-0.80676, -2.83296, 4.74269], [0.28417, -3.44906, 4.16990], [0.83646, -2.87509, 3.04440], [0.40439, -1.64464, 2.49422], [1.10279, -1.04196, 1.59053], [-0.76759, -1.12835, 3.09878], [-1.36251, -1.68091, 4.19849], [-1.38801, 0.00094, 2.39514], [-2.21287, 0.80270, 3.38882], [-2.04230, -0.39478, 1.37990], [1.88202, -3.63013, 2.35901], [2.72861, -4.17677, 3.02112], [1.80530, -3.73177, 1.13595], [0.68019, -4.36825, 4.57580], [-2.24488, -1.23225, 4.62926]], "e_lumo_ev": [-1.77, -1.77], "homo_ha": [-0.2634, -0.2634], "e_above_lowest_kj_mol": 0.0, "orbital_gap_ev": [5.4, 5.4]}

---

Record 4
{"formula": "C19H21AsIN2O2Os", "method": "ωB97M-V/def2-TZVPD", "symbols": ["Os", "N", "C", "C", "C", "C", "C", "C", "C", "C", "N", "C", "H", "H", "H", "H", "H", "H", "H", "H", "I", "C", "C", "C", "C", "C", "C", "C", "O", "O", "H", "H", "H", "H", "C", "As", "C", "C", "H", "H", "H", "H", "H", "H", "H", "H", "H"], "xyz": [[16.79867, 10.34888, 4.24236], [18.84843, 10.73205, 4.58598], [18.98427, 12.18840, 4.95773], [20.25079, 12.69242, 5.25872], [20.36277, 14.07377, 5.48270], [19.26540, 14.87715, 5.30540], [18.04903, 14.36691, 4.89673], [17.03206, 15.27153, 4.53904], [15.86266, 14.77668, 4.09338], [15.75647, 13.31549, 3.90112], [16.79064, 12.51997, 4.10709], [17.89691, 12.98920, 4.70165], [19.36771, 10.69579, 3.69333], [19.29565, 10.21049, 5.32898], [21.07112, 12.00391, 5.41913], [21.24469, 14.56220, 5.92404], [19.32274, 15.96285, 5.49078], [17.15533, 16.32691, 4.75890], [15.00578, 15.34630, 3.81576], [14.90873, 12.86426, 3.39798], [8.13893, 10.50840, 5.86914], [10.20437, 10.58333, 5.56121], [11.04032, 11.10066, 6.59488], [12.36344, 10.79501, 6.52909], [12.87384, 10.20772, 5.35091], [12.08462, 9.77763, 4.33883], [10.71148, 9.89874, 4.50972], [14.43004, 10.24638, 5.17240], [15.24231, 10.14022, 6.11098], [14.94778, 10.27344, 4.04347], [10.89069, 11.96322, 7.31327], [13.21034, 11.11541, 7.11712], [12.56689, 9.26676, 3.54738], [10.19704, 9.38026, 3.71417], [15.48644, 6.78315, 4.67511], [17.05833, 7.81957, 4.70007], [17.54856, 7.66440, 6.58947], [18.53610, 6.80341, 4.00356], [14.64535, 7.37743, 4.31513], [15.15284, 6.29452, 5.60898], [15.56494, 5.94463, 3.94547], [17.91095, 6.56894, 6.74688], [16.76159, 7.87166, 7.22490], [18.44822, 8.24579, 6.80013], [19.50024, 6.99566, 4.40716], [18.48881, 6.72142, 2.93171], [18.28937, 5.81089, 4.44239]], "e_lumo_ev": [-8.79, -12.61], "multiplicity": 5, "homo_ha": [-0.6368, -0.6365], "total_charge": 3, "e_above_lowest_kj_mol": 0.0, "orbital_gap_ev": [8.5, 4.7]}

---

Record 5
{"formula": "C31H66BN2O6Si", "method": "ωB97M-V/def2-TZVPD", "symbols": ["C", "C", "O", "O", "C", "C", "C", "B", "C", "C", "C", "O", "C", "C", "O", "Si", "C", "C", "C", "H", "H", "H", "H", "H", "H", "H", "H", "H", "H", "H", "H", "H", "H", "H", "H", "H", "H", "H", "H", "H", "H", "H", "H", "H", "H", "H", "H", "H", "H", "C", "C", "C", "C", "C", "C", "N", "O", "C", "C", "C", "H", "H", "H", "H", "H", "H", "H", "H", "H", "H", "H", "H", "H", "H", "H", "H", "H", "H", "C", "C", "C", "C", "C", "C", "N", "O", "C", "C", "C", "H", "H", "H", "H", "H", "H", "H", "H", "H", "H", "H", "H", "H", "H", "H", "H", "H", "H"], "xyz": [[-1.87146, 0.87337, 1.85301], [-1.27748, 2.16875, 1.37270], [-1.07457, 3.08307, 2.10748], [-1.00649, 2.25540, 0.05567], [0.38283, 1.98742, -0.31436], [0.67582, 0.52698, -0.62818], [1.77711, 0.35047, -1.68433], [1.87091, -1.10149, -2.50647], [0.40579, -1.83726, -2.61621], [-0.60324, -1.00019, -3.43940], [-0.98541, -1.59993, -4.79079], [-1.41534, -2.96526, -4.71503], [3.05119, -2.05805, -1.85706], [3.22512, -3.42167, -2.53373], [3.15439, -4.57787, -1.66637], [1.74893, -5.28213, -1.19988], [0.83437, -4.29647, 0.10506], [2.27813, -6.92382, -0.44339], [0.61193, -5.64619, -2.65095], [-1.91195, 0.11953, 1.06373], [-1.25871, 0.51338, 2.68502], [-2.88112, 1.06868, 2.22856], [0.54520, 2.58186, -1.21966], [1.01185, 2.38871, 0.48928], [-0.26797, 0.06753, -0.95507], [0.97780, -0.00236, 0.28942], [1.68799, 1.18661, -2.40118], [2.75056, 0.50321, -1.18413], [2.22554, -0.84173, -3.67884], [-0.02184, -2.03779, -1.61993], [0.50299, -2.82182, -3.09823], [-1.53557, -0.80072, -2.88297], [-0.16708, -0.01101, -3.65592], [-0.11869, -1.59431, -5.46662], [-1.77832, -0.99335, -5.25744], [-1.75701, -3.11094, -3.82079], [2.92391, -2.21437, -0.77066], [4.00215, -1.50890, -1.95821], [4.20712, -3.50263, -3.01927], [2.47115, -3.55103, -3.32481], [1.02507, -4.73775, 1.09202], [1.16511, -3.25310, 0.12168], [-0.24931, -4.29612, -0.06702], [1.62141, -7.73269, -0.78968], [3.30165, -7.16778, -0.75488], [2.24190, -6.90749, 0.65157], [0.78294, -6.67654, -2.99125], [-0.43705, -5.56561, -2.33575], [0.74814, -4.97993, -3.50899], [-2.33673, 6.53637, -1.84930], [-2.12920, 5.22161, -2.62357], [-0.66529, 4.77203, -2.55816], [0.27637, 5.61783, -3.41158], [-0.21872, 5.68687, -4.85517], [-1.66035, 6.19490, -4.97641], [-2.51317, 5.35453, -4.06776], [-2.94480, 4.28042, -4.60075], [-1.75191, 7.68745, -4.64970], [-2.17752, 5.99219, -6.39459], [-3.01736, 4.15759, -1.99554], [-3.16269, 7.11241, -2.26624], [-2.58148, 6.29806, -0.81482], [-1.45079, 7.16741, -1.83025], [-0.59549, 3.73169, -2.88879], [-0.36611, 4.79029, -1.50705], [0.39141, 6.62174, -2.99288], [1.26962, 5.16569, -3.39460], [0.42204, 6.33504, -5.46004], [-0.17168, 4.68550, -5.29292], [-2.79420, 8.00736, -4.61228], [-1.25410, 8.24150, -5.44708], [-1.27514, 7.96285, -3.71615], [-2.06740, 4.96134, -6.71698], [-1.60804, 6.63902, -7.06552], [-3.23275, 6.25928, -6.46241], [-4.07185, 4.42758, -2.07931], [-2.74736, 4.09188, -0.94124], [-2.87320, 3.17784, -2.44151], [-0.35178, -1.70185, 8.01929], [-0.25109, -2.98611, 7.18108], [1.09610, -3.68848, 7.39451], [2.27177, -2.97902, 6.72611], [1.99820, -2.73851, 5.24319], [0.69155, -1.98068, 4.98648], [-0.39783, -2.71892, 5.71017], [-0.90521, -3.68303, 5.04915], [0.79637, -0.51838, 5.42846], [0.35435, -1.99616, 3.50354], [-1.39232, -3.91310, 7.58207], [-0.99948, -0.97003, 7.53848], [-0.78458, -1.94512, 8.99000], [0.61356, -1.23625, 8.20436], [1.02012, -4.70424, 6.99523], [1.25968, -3.77734, 8.47258], [2.49291, -2.03617, 7.23410], [3.16583, -3.59644, 6.83200], [2.81318, -2.17633, 4.78073], [1.94030, -3.70178, 4.72799], [-0.17545, -0.02734, 5.36091], [1.47856, -0.00740, 4.74838], [1.17966, -0.38320, 6.43412], [0.34960, -2.99728, 3.08816], [1.10336, -1.40686, 2.97081], [-0.62602, -1.55492, 3.32355], [-2.35757, -3.45524, 7.36294], [-1.32489, -4.09192, 8.65730], [-1.34135, -4.86288, 7.05924]], "e_lumo_ev": [2.19, 2.17], "multiplicity": 3, "homo_ha": [-0.1936, -0.1936], "total_charge": -1, "orbital_gap_ev": [7.5, 7.4]}